C9H13BrI2NOS as an isolated structure at a distorted geometry, computed with ωB97M-V/def2-TZVPD.

```
28
C9H13BrI2NOS, DFT ωB97M-V/def2-TZVPD
C 4.24 -0.57 -1.07
C 2.89 -0.72 -1.73
I 2.91 -2.22 -3.26
C 2.44 0.65 -2.30
I 2.97 0.82 -4.38
S 0.62 0.88 -2.28
C -0.10 0.13 -0.79
C -0.98 -1.03 -1.28
O -1.98 -0.79 -1.87
Br -0.39 -2.81 -0.89
H 4.93 -0.09 -1.75
H 4.62 -1.55 -0.84
H 4.16 -0.02 -0.15
H 2.18 -1.08 -0.99
H 2.91 1.49 -1.82
H 0.46 2.20 -2.05
H -0.75 0.85 -0.32
H 0.64 -0.18 -0.06
N -2.34 0.03 3.45
C -2.59 -0.42 2.18
C -3.68 0.27 1.71
C -4.09 1.17 2.73
C -3.25 0.99 3.79
H -1.60 -0.30 4.05
H -1.98 -1.18 1.73
H -4.13 0.14 0.74
H -4.92 1.85 2.69
H -3.21 1.47 4.75
```

Output
M: 516.99 g/mol
DFT total energy: -4047.99406 Ha
HOMO-LUMO gap: 6.5 eV
max |F|: 1.6 eV/A
HOMO energy: -10.73 eV
2S+1: 1
net charge: +1



C2H6N3O as an isolated structure at a distorted geometry, computed with ωB97M-V/def2-TZVPD.

```
12
C2H6N3O, DFT ωB97M-V/def2-TZVPD
C 1.63 0.44 -0.38
C -2.09 0.67 0.19
N 2.77 0.22 -0.12
N -0.95 0.30 0.54
N -0.45 -0.96 0.11
O 3.80 -0.20 0.17
H 1.12 1.33 -0.68
H -2.78 0.09 -0.43
H -2.40 1.64 0.53
H -0.31 -1.57 0.92
H 0.69 -0.51 -0.24
H -1.03 -1.45 -0.59
```

Output
relative energy (zero: lowest compared OMol25 entry of this formula, charge and spin): 150.2 kcal/mol
M: 88.09 g/mol
DFT total energy: -318.86298 Ha
HOMO-LUMO gap: 10.3 eV
max |F|: 1.3 eV/A
HOMO energy: -15.39 eV
2S+1: 1
net charge: +1



A 8-piece molecular cluster, H15O8 overall at a distorted geometry, computed with ωB97M-V/def2-TZVPD.

```
23
H15O8, DFT ωB97M-V/def2-TZVPD
O -1.73 0.19 -3.00
H -2.32 -0.50 -2.66
O -2.12 -1.70 -0.75
H -1.66 -0.82 -0.70
H -1.65 -2.24 -0.11
O 3.46 1.17 0.89
H 2.92 1.67 1.51
H 2.81 0.49 0.60
O -1.12 2.28 1.94
H -1.65 0.75 -2.21
H -1.55 1.48 1.60
O 0.78 0.27 3.60
H 0.19 0.95 3.25
H 1.13 -0.17 2.79
O -0.60 0.48 -0.19
H -0.14 1.22 -0.60
H -0.38 2.24 1.32
O 1.29 -0.56 1.02
H 1.15 -1.49 0.80
H 0.38 -0.17 0.53
O 0.20 -2.22 -3.17
H -0.47 -1.53 -3.20
H 1.06 -1.80 -3.27
```

Output
relative energy (zero: lowest compared OMol25 entry of this formula, charge and spin): 24.7 kcal/mol
M: 143.11 g/mol
DFT total energy: -610.99625 Ha
HOMO-LUMO gap: 9.7 eV
max |F|: 1.0 eV/A
HOMO energy: -6.34 eV
2S+1: 1
net charge: -1



> Look up the M of the second one.

88.09 g/mol



> The lowest M belongs to which entry?

C2H6N3O



> Which of these has the highest M?

C9H13BrI2NOS